[1]
The following is a DFT calculation (wB97M-V/def2-TZVPD) of the molecule B3Br3S3 at a distorted geometry.

```
! RIJCOSX wB97M-V def2-TZVPD def2/J DEFGRID3
* xyz 0 1
Br 1.404 -2.188 2.585
B 0.615 -0.954 1.034
S 1.991 -0.266 -0.058
B 1.022 1.190 -0.644
Br 1.369 3.102 -0.021
S -0.441 0.920 -1.698
B -1.552 -0.225 -0.789
Br -3.277 -1.060 -1.348
S -1.131 -0.519 0.938
*
```

Summary:
**Kohn-Sham gap**: 8.64 eV
**HOMO**: -10.15 eV
**Energy relative to the best compared isomer or geometry (same formula, charge and spin)**: 92.8 kJ/mol
**DFT total energy**: -8991.37342 Eh
**Max |F|**: 2.8 eV/A
**SMILES**: BrB1SB(Br)SB(Br)S1


[2]
The following is a DFT calculation (wB97M-V/def2-TZVPD) of the ion C3H11NOPS with charge +1 at a distorted geometry.

```
! RIJCOSX wB97M-V def2-TZVPD def2/J DEFGRID3
* xyz 1 1
C -0.001 -2.250 -1.808
C 1.240 -1.211 1.800
C -0.686 1.476 -1.616
N -1.322 2.738 -1.546
O 0.697 -1.807 -0.682
P -0.115 -1.097 0.524
S 0.277 1.210 0.188
H 0.740 -2.391 -2.675
H -0.815 -1.600 -2.117
H -0.233 -3.295 -1.701
H 2.169 -0.928 1.371
H 0.929 -0.639 2.680
H 1.308 -2.358 2.117
H -1.394 0.590 -1.624
H 0.095 1.471 -2.347
H -2.327 2.691 -1.311
H -0.586 1.758 0.903
H -0.812 3.596 -1.774
*
```

Summary:
**Kohn-Sham gap**: 9.83 eV
**HOMO**: -13.69 eV
**Energy relative to the best compared isomer or geometry (same formula, charge and spin)**: 45.0 kJ/mol
**DFT total energy**: -990.14782 Eh
**Max |F|**: 4.4 eV/A


[3]
The following is a DFT calculation (wB97M-V/def2-TZVPD) of a cluster of 2 separate species, C4H11NO3 in total at a distorted geometry.

```
! RIJCOSX wB97M-V def2-TZVPD def2/J DEFGRID3
* xyz 0 1
C 2.109 1.204 0.901
C 1.532 0.293 -0.189
C 0.086 0.621 -0.442
O -0.451 1.712 -0.326
N -0.666 -0.353 -1.083
C -0.310 -1.747 -1.224
O -0.697 -2.539 -0.120
H 1.724 1.029 1.906
H 3.185 1.020 0.942
H 1.914 2.239 0.661
H 1.674 -0.757 0.045
H 2.064 0.496 -1.098
H -1.575 -0.112 -1.435
H -0.871 -2.139 -2.062
H 0.746 -1.848 -1.449
H -0.802 -1.984 0.665
O -3.585 0.792 1.476
H -3.194 1.145 0.704
H -2.881 0.927 2.128
*
```

Summary:
**Kohn-Sham gap**: 10.90 eV
**HOMO**: -10.29 eV
**Energy relative to the best compared isomer or geometry (same formula, charge and spin)**: 97.2 kJ/mol
**DFT total energy**: -439.48890 Eh
**Max |F|**: 2.5 eV/A
**SMILES**: CCC(=O)NCO.O


[4]
The following is a DFT calculation (wB97M-V/def2-TZVPD) of a structure of composition C4H5N2PS2 at a distorted geometry.

```
! RIJCOSX wB97M-V def2-TZVPD def2/J DEFGRID3
* xyz 0 1
C 0.945 1.626 0.336
C 0.952 0.282 -0.077
C -0.396 1.942 0.345
C -2.892 0.422 0.046
N -0.337 -0.183 -0.156
N -1.072 0.894 0.021
P -0.978 -1.995 0.462
S -4.080 1.442 -0.003
S -2.848 -1.246 -0.241
H 1.834 2.297 0.331
H 1.797 -0.384 -0.263
H -0.675 2.958 0.622
H -0.036 -2.227 -0.617
H -1.503 -3.289 0.060
*
```

Summary:
**Kohn-Sham gap (spin up / spin down)**: 7.85 / 7.85 eV
**HOMO (spin up / spin down)**: -8.66 / -8.66 eV
**Energy relative to the best compared isomer or geometry (same formula, charge and spin)**: 180.8 kJ/mol
**DFT total energy**: -1402.52427 Eh
**Max |F|**: 5.5 eV/A


[5]
The following is a DFT calculation (wB97M-V/def2-TZVPD) of a structure of composition C11H16Cl2N3O3RhS at a distorted geometry.

```
! RIJCOSX wB97M-V def2-TZVPD def2/J DEFGRID3
* xyz 2 5
Rh -0.836 0.451 0.676
N -0.111 2.049 -0.773
C -0.292 3.461 -0.416
C -1.758 3.845 -0.244
C -2.466 3.208 0.952
N -2.731 1.780 0.777
H 0.876 1.870 -0.967
H -0.637 1.854 -1.632
H 0.120 4.089 -1.217
H 0.282 3.672 0.491
H -2.304 3.600 -1.159
H -1.789 4.927 -0.108
H -3.418 3.737 1.088
H -1.888 3.350 1.870
H -3.296 1.615 -0.061
H -3.250 1.425 1.582
O -0.220 -4.116 -3.724
S -0.244 -4.232 -2.316
O -0.219 -5.480 -1.648
N -1.314 -3.178 -1.636
C -0.818 -2.198 -0.941
O -1.487 -1.300 -0.386
C 0.680 -2.230 -0.896
C 1.552 -1.367 -0.249
C 2.919 -1.556 -0.384
C 3.410 -2.594 -1.163
C 2.545 -3.490 -1.805
C 1.208 -3.273 -1.644
H 1.148 -0.540 0.367
H 3.609 -0.893 0.119
H 4.476 -2.720 -1.287
H 2.941 -4.301 -2.402
Cl 2.037 0.704 3.810
C 0.673 -0.433 3.904
Cl -0.719 0.207 3.029
H 0.368 -0.561 4.945
H 0.954 -1.382 3.446
*
```

Summary:
**Kohn-Sham gap (spin up / spin down)**: 9.79 / 5.54 eV
**HOMO (spin up / spin down)**: -16.58 / -16.43 eV
**DFT total energy**: -2247.13434 Eh
**Max |F|**: 4.2 eV/A